Density functional theory data (the ωB97M-V functional and the def2-TZVPD basis) for 2 unconnected molecules or ions with the total composition C5H16NO in a non-equilibrium geometry.

Results
Energy relative to the best compared isomer or geometry (same formula, charge and spin) (kcal per mole): 45.0
HOMO-LUMO gap (Eh): 0.403
Energy (eV): -8974.562
E_LUMO (hartree): -0.1268

Structure (ORCA input):
```
! wB97M-V def2-TZVPD RIJCOSX def2/J DEFGRID3
* xyz 1 1
C -1.24 1.02 -0.47
C 0.29 1.22 -0.54
C 1.17 0.17 0.24
C 1.89 -0.80 -0.66
C 1.02 -2.05 -1.01
N -1.86 1.63 0.85
H -1.41 -0.01 -0.19
H -1.78 1.51 -1.28
H 0.54 1.24 -1.61
H 0.54 2.13 0.01
H 1.92 0.85 0.69
H 0.72 -0.20 1.15
H 2.28 -0.39 -1.58
H 2.82 -1.17 -0.22
H 1.69 -2.50 -1.78
H 0.29 -1.73 -1.76
H 0.63 -2.60 -0.16
H -2.88 1.68 0.84
H -1.43 1.11 1.61
H -1.70 2.64 0.85
H -1.07 -0.97 2.39
H -0.91 -1.66 1.04
O -1.52 -1.13 1.57
*
```